Density functional theory data (ωB97M-V/def2-TZVPD) for a cluster of 2 separate species, C5H8N4S in total.

XYZ file:
```
18
Properties=species:S:1:pos:R:3
C 1.947 1.158 -0.491
C 1.179 0.160 0.053
C -0.579 -2.294 0.096
C -0.907 -1.119 0.631
C -0.218 0.105 0.323
N 3.252 0.931 -0.417
N 3.593 -0.118 0.194
N -2.121 1.305 0.728
N -0.808 1.273 0.535
S 2.244 -1.143 0.506
H 1.576 1.940 -1.244
H -1.077 -3.331 0.109
H 0.359 -2.329 -0.442
H -1.894 -0.879 1.170
H -2.083 0.080 -1.892
H -1.830 -0.239 -1.313
H -2.381 2.314 0.931
H -0.251 2.186 0.524
```

HOMO (alpha / beta) ... -0.23517 / -0.34597 Ha
Spin multiplicity ... 3
ΔE to the lowest compared entry with this formula, charge and spin ... 36.01 kJ/mol
E_LUMO (alpha / beta) ... 0.1158 / -1.8034 eV

***

Density functional theory data (ωB97M-V/def2-TZVPD) for the ion C5H8N5 with charge +1.

XYZ file:
```
18
Properties=species:S:1:pos:R:3
C -2.357 -1.178 -0.468
C -0.773 -0.525 1.147
C 0.307 -1.300 0.848
C 0.329 0.164 -2.240
C -0.660 0.626 2.096
N -1.699 -0.677 -1.475
N -1.966 -0.942 0.753
N 1.462 0.798 -1.945
N -0.494 -0.248 -1.348
N 1.209 -1.965 0.471
H -3.334 -1.595 -0.645
H 0.161 -0.068 -3.291
H -0.834 0.280 3.115
H -1.424 1.360 1.853
H 0.323 1.089 2.054
H 2.102 1.056 -2.676
H 1.712 -2.794 0.728
H 1.666 1.076 -0.999
```

HOMO (alpha / beta) ... -0.42355 / -0.47491 Ha
Total charge ... +1
Spin multiplicity ... 3
ΔE to the lowest compared entry with this formula, charge and spin ... 0.00 kJ/mol
E_LUMO (alpha / beta) ... -3.4132 / -6.3522 eV

***

Density functional theory data (ωB97M-V/def2-TZVPD) for the ion C5H8N5O3 with charge +1.

XYZ file:
```
21
Properties=species:S:1:pos:R:3
C 0.791 0.054 -0.003
C 2.235 0.263 -0.002
C 0.284 1.407 -0.004
C 3.237 -0.653 -0.003
C 0.037 -1.080 -0.003
N 1.235 2.285 -0.003
N 2.384 1.629 0.001
N -1.130 1.714 -0.018
N 4.598 -0.282 0.001
N -1.385 -0.930 0.011
O 4.864 0.914 0.002
O 5.414 -1.172 0.002
O 0.600 -2.281 -0.021
H 3.045 -1.712 -0.008
H 3.295 2.084 0.002
H -1.389 2.254 -0.853
H -1.406 2.263 0.805
H -1.816 -1.409 -0.779
H -1.791 -1.329 0.857
H -1.566 0.718 -0.018
H -0.020 -3.024 -0.004
```

Structure (SMILES) ... N/C(O)=c1\c([NH3+])n[nH]\c1=C/[N+](=O)[O-]
HOMO (alpha / beta) ... -0.43514 / -0.43521 Ha
Total charge ... +1
ΔE to the lowest compared entry with this formula, charge and spin ... 115.26 kJ/mol
E_LUMO (alpha / beta) ... -4.5944 / -4.5917 eV